Molecular formula: C36H35N2PS3Ta
Method: DFT, wB97M-V/def2-TZVPD

Each line ends with the Mulliken charge.
Cartesian coordinates (Å):
Ta 0.0380 0.0156 0.0068  0.05
C 2.2383 2.5774 -1.8272  -0.63
C 1.9752 1.4421 -2.8004  -0.90
S 0.3125 0.7495 -2.5300  0.14
C 0.3510 -0.8334 -3.4241  -0.85
C 0.9411 -1.9577 -2.5947  -0.56
S 0.0809 -2.0849 -0.9796  -0.17
C 3.2724 -0.4661 -0.1668  -0.80
C 4.5777 1.5579 -0.6691  -1.14
S 2.9062 2.1649 -0.1849  0.28
H 1.3441 3.1772 -1.6542  -0.14
H 2.9997 3.2530 -2.2245  0.80
H 2.7254 0.6548 -2.7602  0.33
H 1.9652 1.8480 -3.8123  0.78
H 0.8880 -0.6718 -4.3605  0.52
H -0.6926 -1.0309 -3.6692  0.48
H 2.0152 -1.8608 -2.4516  0.31
H 0.7643 -2.9143 -3.0882  0.53
H 3.0393 -0.6981 -1.2056  -0.40
H 3.2173 -1.4006 0.3935  0.40
H 4.6309 1.5997 -1.7566  0.41
H 5.3061 2.2498 -0.2494  0.62
C 0.1657 -2.2499 6.0954  -0.67
C 0.9204 -2.6512 4.9958  -0.80
C 1.0575 -1.8050 3.9116  -0.68
C 0.4429 -0.5469 3.9290  0.84
C -0.3082 -0.1456 5.0312  -0.65
C -0.4435 -1.0047 6.1136  -0.77
P 0.6404 0.5108 2.5040  1.48
C 0.0513 2.1741 2.8489  0.12
C 0.9438 3.2422 2.9486  -0.35
C 0.4592 4.5197 3.1943  -0.81
C -0.9052 4.7292 3.3425  -0.79
C -1.7965 3.6642 3.2531  -0.88
C -1.3236 2.3886 3.0012  -0.13
C 2.3366 0.5651 1.9404  -1.25
C 3.3909 0.3719 2.7505  0.46
C 4.8057 0.2431 2.4308  -0.77
C 5.3625 0.1370 1.2237  -1.06
C 4.6854 0.1320 -0.1205  0.14
C 2.2716 0.5531 0.4178  0.89
H 0.0634 -2.9110 6.9457  0.46
H 1.4047 -3.6184 4.9947  0.48
H 1.6574 -2.1148 3.0619  0.53
H -0.7703 0.8324 5.0614  0.43
H -1.0163 -0.6927 6.9762  0.49
H 2.0097 3.0759 2.8533  0.48
H 1.1485 5.3482 3.2877  0.51
H -1.2780 5.7253 3.5415  0.49
H -2.8569 3.8319 3.3863  0.50
H -2.0182 1.5574 2.9450  0.58
H 3.1616 0.2983 3.8105  0.60
H 5.4665 0.2279 3.2884  0.51
H 6.4440 0.0635 1.1804  0.48
H 5.3218 -0.4337 -0.8048  0.74
C -1.7418 4.8577 -1.9625  -0.69
C -0.8102 4.5785 -0.9745  -1.13
C -0.8368 3.3495 -0.3203  0.02
C -1.8071 2.4218 -0.6787  -0.33
C -2.7486 2.6881 -1.6648  -0.54
C -2.7128 3.9163 -2.3012  -0.68
N -1.7683 1.1427 -0.0353  1.49
N -2.8605 0.6662 0.4074  -0.95
C -2.7359 -0.5410 1.0341  0.14
C -3.9039 -1.1010 1.5705  -0.40
C -3.8174 -2.3104 2.2334  -0.80
C -2.5795 -2.9302 2.3392  -0.77
C -1.4150 -2.3654 1.7944  0.83
C -1.4577 -1.1555 1.1355  -0.25
H -1.7300 5.8188 -2.4584  0.49
H -0.0883 5.3294 -0.6788  0.56
H -0.1764 3.1640 0.5234  1.24
H -3.4938 1.9457 -1.9197  0.55
H -3.4455 4.1462 -3.0628  0.47
H -4.8416 -0.5742 1.4482  0.58
H -4.6982 -2.7696 2.6594  0.47
H -2.5026 -3.8769 2.8592  0.52
H -0.4854 -2.9092 1.9058  0.53

E_LUMO   -10.6 eV
Relative energy (zero: lowest compared OMol25 entry of this formula, charge and spin)   34.64 kcal/mol
Energy   -84199.74687 eV
HOMO energy   -16.530 eV
Total charge   +3